[1]
H22O11 | wB97M-V/def2-TZVPD

E_LUMO: -0.02929 Eh
Electronic energy: -840.793648 a.u.
Multiplicity: 1
Frontier orbital gap: 0.345 hartree
Relative energy (zero: lowest compared OMol25 entry of this formula, charge and spin): 54.3 kcal/mol

Each line ends with the Löwdin charge.
Positions of all 33 atoms, in Å:
H -2.090 0.770 0.687  -0.015
O 0.936 2.556 -3.296  -0.017
H 2.038 2.170 0.605  0.040
H 2.616 -0.971 1.569  0.090
O -0.216 -0.016 -0.898  0.002
O 3.269 0.967 -2.886  -0.058
H 0.931 -2.062 0.564  -0.011
H -2.016 -1.480 1.363  0.016
H -1.716 1.267 -1.876  -0.024
O 2.166 1.354 0.157  -0.030
H 1.553 -1.265 2.561  0.114
H -2.805 1.675 1.857  0.078
H -2.056 -3.809 1.162  0.015
H -2.815 2.214 -1.873  0.056
H -1.484 -2.381 2.420  0.033
H 0.055 -0.832 -0.563  -0.024
O 0.502 -2.892 0.356  -0.049
H 0.157 2.027 -3.142  0.015
H 2.994 0.311 -2.236  0.014
H 0.624 -3.394 1.177  0.069
H -0.854 1.416 1.872  -0.038
O 1.670 -0.863 1.667  -0.049
H 0.529 0.525 -0.613  0.017
H -1.224 -3.350 0.173  -0.027
H 1.922 0.723 0.829  -0.034
H 0.677 2.961 -4.097  0.032
O -2.005 2.007 -2.388  -0.053
O -2.158 -3.424 0.307  -0.031
O 0.063 1.542 2.019  -0.016
H 2.443 1.333 -3.147  -0.041
O -1.610 -1.433 2.228  -0.054
H 0.332 0.760 2.460  -0.004
O -2.415 1.586 0.976  -0.016



[2]
C20H11MnN5O4S2 | wB97M-V/def2-TZVPD

E_LUMO (spin up / spin down): -0.11979 / -0.13080 Eh
Electronic energy: -3290.852868 a.u.
⟨S²⟩: 0.802
Multiplicity: 2
Frontier orbital gap (spin up / spin down): 0.175 / 0.164 hartree
Relative energy (zero: lowest compared OMol25 entry of this formula, charge and spin): 1.4 kcal/mol

Each line ends with the Löwdin charge.
Positions of all 43 atoms, in Å:
C 3.700 -0.498 -0.920  -0.652
C -1.456 1.211 -3.602  0.095
H 1.046 2.584 -1.061  0.118
N -0.064 -1.642 1.109  -0.021
C -1.861 3.525 -4.658  -0.691
H -1.972 1.931 3.045  0.128
C -0.866 0.430 -2.633  -0.162
C -2.178 0.108 4.199  -0.043
H -2.152 0.790 -4.315  0.141
H -2.723 0.597 4.994  0.116
H -1.369 1.268 0.319  0.138
Mn 0.589 -0.337 -0.316  0.254
C 0.124 -2.939 1.063  -0.057
C -1.936 -1.235 4.258  -0.004
C -1.049 0.271 2.088  -0.211
C 3.694 -0.132 0.409  -0.668
C 4.895 0.029 1.172  -0.243
S 2.203 0.073 1.176  0.901
C -1.167 2.571 -3.636  -0.058
H -0.018 4.134 -2.765  0.124
C 0.312 2.241 -1.782  -0.102
C -0.972 -3.272 3.165  0.025
C -1.743 0.874 3.094  0.013
C -0.254 3.079 -2.716  0.029
C -0.319 -3.796 2.087  -0.005
O -1.806 -1.703 -3.150  0.141
O -0.515 -1.486 -1.336  -0.166
O -2.645 2.945 -5.418  -0.012
C -0.762 -1.104 2.147  -0.161
H -2.292 -1.822 5.095  0.124
H 0.640 -3.321 0.193  0.134
N -0.588 0.937 0.884  0.048
H -0.041 1.761 1.124  0.105
S 2.218 -0.720 -1.704  0.977
C 4.914 -0.674 -1.659  -0.240
N 5.885 -0.816 -2.255  0.202
C -1.228 -1.882 3.218  -0.129
H -0.128 -4.856 2.003  0.119
O -1.519 4.710 -4.526  -0.026
N 5.846 0.169 1.801  0.199
H -1.314 -3.908 3.972  0.129
N -0.012 0.940 -1.731  -0.079
C -1.119 -1.035 -2.429  -0.531



[3]
H26O13 | wB97M-V/def2-TZVPD

E_LUMO (spin up / spin down): -0.11818 / -0.38940 Eh
Electronic energy: -993.355352 a.u.
⟨S²⟩: 0.757
Multiplicity: 2
Frontier orbital gap (spin up / spin down): 0.360 / 0.085 hartree
Relative energy (zero: lowest compared OMol25 entry of this formula, charge and spin): 5.0 kcal/mol
Total charge: +1

Each line ends with the Löwdin charge.
Positions of all 39 atoms, in Å:
H 17.320 -2.273 -3.266  0.072
H 21.374 -1.985 -2.710  -0.030
O 17.882 -2.253 -2.492  -0.039
H 17.623 -3.793 0.568  0.032
H 19.520 -0.755 -2.519  -0.010
H 18.882 -1.668 -0.560  0.001
H 19.720 -5.107 -1.815  0.034
O 21.887 -2.639 -2.235  -0.055
H 17.719 0.630 2.344  0.081
H 20.457 0.324 -3.018  0.065
H 18.281 -5.574 -1.763  0.065
H 16.153 -2.440 1.373  0.060
H 21.959 -4.870 0.285  0.052
H 16.493 -0.635 -2.009  0.038
O 18.573 0.677 -0.966  -0.024
H 20.990 -6.033 0.268  0.048
H 17.644 0.448 -0.954  -0.015
H 16.211 -1.332 0.344  0.064
O 20.362 -0.627 -2.954  -0.040
O 22.409 -1.782 0.884  -0.032
H 15.101 -0.221 -1.581  0.091
O 18.832 -4.850 -2.062  -0.023
H 21.509 -1.486 0.750  -0.005
H 17.724 -4.033 2.060  0.078
H 19.595 -2.992 -0.386  0.024
O 19.405 -2.170 0.065  -0.030
O 16.009 -0.250 -1.279  -0.022
H 18.187 -3.155 -2.393  0.000
O 21.087 -5.124 -0.016  -0.036
H 20.918 -1.522 2.832  0.039
H 18.875 0.501 -0.075  0.001
O 15.973 -1.508 1.254  0.371
H 19.969 -2.399 2.043  -0.008
O 17.091 -3.971 1.344  0.004
H 22.947 -1.125 0.443  0.051
O 18.522 0.488 1.842  0.094
H 18.952 -0.247 2.280  0.033
O 20.073 -1.969 2.891  -0.038
H 22.427 -2.129 -1.632  0.008